(1)
ORCA calculation (wB97M-V/def2-TZVPD) on a cluster of 3 separate species, C12H17BF16NO3 in total.

Properties
HOMO energy = -3.2162 eV
Frontier orbital gap = 5.34 eV
E_tot = -2370.65677 hartree
LUMO level = 2.12 eV

Structure (ORCA input):
```
! RIJCOSX wB97M-V def2-TZVPD def2/J DEFGRID3
* xyz -1 1
C -0.494 2.267 -1.997
O -1.429 1.243 -2.146
C -2.542 1.356 -1.213
B -3.768 2.393 -1.548
N -3.474 3.919 -1.297
H 0.206 2.217 -2.838
H 0.088 2.164 -1.064
H -0.959 3.261 -1.993
H -2.961 0.338 -1.181
H -2.123 1.544 -0.201
H -4.136 2.237 -2.716
H -4.690 2.020 -0.795
H -3.052 4.348 -2.114
H -2.820 4.055 -0.531
C 4.314 0.341 -0.261
C 3.325 1.326 -0.899
C 3.895 2.355 -1.881
F 4.757 3.184 -1.249
F 2.886 3.090 -2.385
F 2.610 1.948 0.053
F 2.488 0.555 -1.649
O 4.761 0.657 1.046
C 5.892 1.374 1.277
C 5.600 2.632 2.110
F 4.758 3.446 1.453
F 6.764 3.295 2.317
F 6.558 1.680 0.150
F 6.725 0.608 2.032
H 3.742 -0.577 -0.138
H 5.146 0.129 -0.933
H 4.415 1.856 -2.703
H 5.167 2.349 3.071
C -2.251 -3.338 2.382
C -3.778 -3.257 2.507
C -4.583 -4.504 2.119
F -4.444 -4.783 0.810
F -5.892 -4.275 2.367
F -4.258 -2.183 1.869
F -4.020 -3.108 3.851
O -1.675 -2.769 1.226
C -1.457 -3.494 0.091
C -2.152 -2.861 -1.122
F -3.480 -2.829 -0.913
F -1.909 -3.643 -2.203
F -1.803 -4.790 0.238
F -0.123 -3.475 -0.163
H -1.880 -2.724 3.201
H -1.906 -4.360 2.548
H -4.261 -5.366 2.710
H -1.774 -1.850 -1.295
*
```

=====

(2)
ORCA calculation (wB97M-V/def2-TZVPD) on a structure of composition C33H36IrN6O7Si.

Properties
HOMO energy (spin up / spin down) = -6.8882 / -7.7201 eV
Frontier orbital gap (spin up / spin down) = 6.66 / 4.44 eV
E_tot = -2528.07761 hartree
Expectation value of S² = 8.80
LUMO level (spin up / spin down) = -0.23 / -3.28 eV

Structure (ORCA input):
```
! RIJCOSX wB97M-V def2-TZVPD def2/J DEFGRID3
* xyz 0 6
Ir -0.681 0.678 0.023
O -3.333 -2.367 -2.511
C -4.265 -2.664 -1.587
C -5.141 -3.716 -1.862
C -6.105 -4.076 -0.943
C -6.214 -3.401 0.271
C -5.347 -2.363 0.545
C -4.362 -1.977 -0.368
C -3.408 -0.891 -0.036
O -2.588 -0.502 -0.927
N -3.476 -0.388 1.193
N -2.497 0.528 1.373
C -2.653 1.392 2.304
C -1.687 2.482 2.386
C -1.789 3.497 3.336
C -0.912 4.563 3.268
C 0.044 4.592 2.261
C 0.094 3.533 1.371
N -0.744 2.504 1.438
H -2.844 -1.597 -2.151
H -5.040 -4.230 -2.809
H -6.779 -4.892 -1.172
H -6.972 -3.684 0.990
H -5.407 -1.825 1.481
H -3.536 1.382 2.933
H -2.562 3.448 4.091
H -0.979 5.371 3.985
H 0.734 5.418 2.159
H 0.829 3.495 0.576
O 3.133 3.231 -5.389
C 3.720 3.295 -4.304
O 4.758 3.620 -3.793
C 2.618 2.598 -3.279
C 3.088 1.549 -2.510
C 2.208 1.053 -1.568
N 0.970 1.522 -1.416
C 0.552 2.531 -2.171
C 1.356 3.110 -3.152
C -0.884 3.034 -1.961
O -1.176 4.101 -2.487
O -1.620 2.265 -1.264
H 4.094 1.166 -2.607
H 2.490 0.247 -0.904
H 0.956 3.918 -3.748
C 1.551 1.157 4.175
N 2.844 1.075 3.505
C 4.055 0.945 4.304
C 2.845 1.022 2.151
C 4.176 0.925 1.443
O 1.797 1.063 1.510
H 1.709 1.429 5.215
H 1.016 0.205 4.133
H 0.934 1.913 3.699
H 3.789 1.043 5.352
H 4.778 1.727 4.070
H 4.530 -0.030 4.173
H 4.994 0.567 2.062
H 4.439 1.913 1.060
H 4.057 0.260 0.590
C 1.489 -2.050 1.861
Si 0.371 -2.596 0.470
C 1.082 -4.166 -0.268
C -1.305 -3.039 1.129
N 0.146 -1.253 -0.705
C 0.386 -1.343 -2.039
C -0.365 -0.571 -2.965
C -0.063 -0.583 -4.309
C 1.002 -1.340 -4.790
C 1.758 -2.105 -3.904
C 1.449 -2.123 -2.561
H 1.586 -2.895 2.551
H 1.069 -1.206 2.404
H 2.488 -1.778 1.517
H 0.895 -4.945 0.479
H 2.158 -4.143 -0.444
H 0.580 -4.472 -1.188
H -1.163 -3.849 1.854
H -1.971 -3.410 0.347
H -1.812 -2.221 1.635
H -1.186 0.029 -2.596
H -0.660 0.008 -4.992
H 1.245 -1.331 -5.844
H 2.595 -2.687 -4.269
H 2.066 -2.694 -1.882
*
```

=====

(3)
ORCA calculation (wB97M-V/def2-TZVPD) on the molecule C19H22N4O2.

Properties
SMILES string = CC[C@H](C)/N=C/c1c(NCc2ccco2)nc2c(C)cccn2c1=O
HOMO energy = -8.0278 eV
Frontier orbital gap = 8.11 eV
E_tot = -1106.73753 hartree
LUMO level = 0.08 eV

Structure (ORCA input):
```
! RIJCOSX wB97M-V def2-TZVPD def2/J DEFGRID3
* xyz 0 1
C -3.345 -3.013 2.054
C -3.996 -2.369 0.836
H -4.174 -1.311 1.045
H -4.960 -2.841 0.638
C -3.127 -2.459 -0.434
N -1.948 -1.673 -0.193
C -0.761 -2.068 -0.430
C 0.388 -1.241 -0.171
C 0.288 0.062 0.367
N -0.908 0.535 0.723
C -1.143 1.893 1.125
C -1.886 2.651 0.069
C -1.982 2.455 -1.277
C -2.830 3.480 -1.765
C -3.185 4.218 -0.682
O -2.621 3.722 0.435
H -3.806 5.085 -0.573
H -3.129 3.639 -2.781
H -1.511 1.680 -1.846
H -0.168 2.354 1.315
H -1.729 1.914 2.052
H -1.680 -0.106 0.475
N 1.366 0.844 0.561
C 2.555 0.387 0.261
N 2.767 -0.873 -0.246
C 4.016 -1.318 -0.539
C 5.107 -0.538 -0.347
C 4.937 0.765 0.168
C 3.692 1.231 0.470
C 3.441 2.597 1.017
H 2.762 3.137 0.360
H 4.370 3.152 1.117
H 2.957 2.521 1.988
H 5.803 1.392 0.321
H 6.090 -0.909 -0.585
H 4.047 -2.325 -0.930
C 1.661 -1.773 -0.501
O 1.914 -2.871 -0.965
H -0.513 -3.043 -0.852
C -2.914 -3.905 -0.885
H -3.877 -4.402 -0.970
H -2.300 -4.449 -0.172
H -2.426 -3.934 -1.858
H -3.674 -1.929 -1.230
H -3.263 -4.089 1.931
H -3.940 -2.818 2.943
H -2.349 -2.603 2.207
*
```

=====

(4)
ORCA calculation (wB97M-V/def2-TZVPD) on the molecule C4H9FSi at a distorted geometry.

Properties
SMILES string = C[Si]1(C)C[C@@H]1F
HOMO energy = -8.5186 eV
Frontier orbital gap = 9.36 eV
E_tot = -547.09449 hartree
LUMO level = 0.85 eV

Structure (ORCA input):
```
! RIJCOSX wB97M-V def2-TZVPD def2/J DEFGRID3
* xyz 0 1
C -1.511 -0.783 -0.501
C -1.328 -0.595 0.999
C 0.413 1.943 -0.131
C 1.833 -1.043 -0.257
F -2.118 0.331 1.673
Si 0.201 0.035 0.002
H -1.806 -1.763 -0.681
H -2.228 0.028 -0.902
H -1.312 -1.395 1.715
H -0.387 2.522 0.336
H 1.470 2.215 0.191
H 0.317 2.275 -1.195
H 1.491 -1.974 -0.513
H 2.368 -0.660 -1.251
H 2.597 -1.137 0.516
*
```